[1]
{
  "formula": "C15H15BF4NO11P",
  "method": "ωB97M-V with the def2-TZVPD basis set",
  "symbols": ["P", "F", "F", "F", "F", "O", "O", "O", "O", "O", "O", "O", "O", "O", "O", "O", "N", "C", "C", "C", "C", "C", "C", "C", "C", "C", "C", "C", "C", "C", "C", "C", "B", "H", "H", "H", "H", "H", "H", "H", "H", "H", "H", "H", "H", "H", "H", "H"],
  "xyz": [[2.030, 4.506, -1.027], [-3.583, 1.036, -2.393], [-3.328, 3.204, -1.717], [-4.486, 1.702, 0.185], [-2.349, 2.206, 0.902], [1.692, -0.153, -3.796], [-0.117, -4.669, 5.005], [-1.495, -3.794, 3.208], [1.088, -2.293, 1.494], [-1.748, -1.963, 1.929], [-0.564, -6.033, 3.133], [-0.076, -6.319, 6.531], [-0.843, 4.103, -0.650], [-0.623, -7.990, 4.239], [-1.299, -0.410, -3.299], [0.825, -4.063, 2.852], [1.113, 3.085, -1.676], [0.995, 0.829, -3.023], [-0.319, 3.003, -1.398], [-3.094, 1.439, -0.038], [-0.484, -6.792, 4.230], [-1.217, 1.819, -1.919], [3.883, 4.312, -1.351], [1.775, 2.065, -2.455], [0.389, -3.002, 2.180], [-1.052, -2.835, 2.402], [-1.102, -1.648, -2.540], [1.881, 4.393, 0.888], [-0.560, 0.662, -2.771], [-2.774, 1.874, -1.577], [-0.206, -5.944, 5.393], [-0.438, -1.460, -1.096], [-0.337, -4.641, 3.551], [-0.561, -2.474, -0.550], [-2.148, -2.113, -2.371], [-0.539, -2.408, -3.199], [2.917, 4.474, 1.367], [2.882, 2.135, -2.705], [1.115, 5.128, 1.307], [4.212, 4.639, -2.400], [4.160, 3.195, -1.252], [-0.942, -0.686, -0.428], [2.582, -0.197, -3.355], [0.706, -1.315, -1.180], [-0.982, 4.865, -1.276], [4.500, 4.879, -0.553], [1.468, 3.334, 1.091], [-2.947, 0.311, 0.109]],
  "lowdin_charge": [0.933, 0.071, 0.040, 0.025, 0.032, 0.025, 0.236, 0.253, 0.118, 0.117, 0.235, 0.155, -0.013, 0.154, -0.072, 0.251, -0.202, -0.085, -0.145, -0.153, -0.396, 0.133, -0.312, 0.043, -0.401, -0.398, -0.174, -0.261, -0.050, -0.267, -0.396, -0.078, -0.895, 0.100, 0.143, 0.140, 0.054, 0.122, 0.054, 0.057, 0.046, 0.076, 0.133, 0.094, 0.149, 0.071, 0.061, 0.177],
  "total_charge": 0,
  "homo_lumo_gap_ev": 5.8
}

[2]
{
  "formula": "C15H15BrNNiO",
  "method": "ωB97M-V with the def2-TZVPD basis set",
  "symbols": ["Br", "Ni", "O", "N", "C", "C", "C", "C", "C", "C", "C", "C", "C", "C", "C", "C", "C", "C", "C", "H", "H", "H", "H", "H", "H", "H", "H", "H", "H", "H", "H", "H", "H", "H"],
  "xyz": [[4.821, 2.201, -1.321], [1.362, -0.302, -0.720], [-1.364, -1.682, -0.509], [-2.007, -0.901, 0.305], [-2.980, -0.085, -0.216], [-4.021, 0.326, 0.601], [0.468, 1.425, 1.220], [1.627, 1.189, 0.387], [2.623, -1.756, -0.030], [1.496, -1.761, -2.048], [1.466, -2.268, -0.709], [-2.775, -0.462, 2.519], [3.248, -0.812, -0.877], [1.214, 1.585, -0.996], [-3.955, 0.069, 1.976], [-1.778, -0.921, 1.660], [2.613, -0.860, -2.154], [-0.539, 2.038, 0.443], [-0.115, 2.122, -0.900], [0.864, -2.052, -2.865], [-0.575, 2.640, -1.755], [4.144, -0.244, -0.639], [1.864, 1.755, -1.868], [2.935, -0.324, -3.043], [-1.440, 2.501, 0.818], [3.017, -2.069, 0.926], [-2.641, -0.585, 3.591], [2.643, 1.222, 0.757], [-4.869, 0.814, 0.145], [-0.845, -1.372, 2.002], [0.454, 1.251, 2.292], [0.798, -3.021, -0.320], [-4.810, 0.259, 2.614], [-2.945, 0.079, -1.284]],
  "lowdin_charge": [-0.602, 0.448, -0.214, -0.305, -0.116, -0.160, -0.102, -0.256, -0.140, -0.163, -0.186, -0.154, -0.246, -0.252, -0.213, -0.108, -0.165, -0.153, -0.098, 0.096, 0.089, 0.007, 0.067, 0.106, 0.079, 0.100, 0.070, 0.080, 0.068, 0.102, 0.085, 0.093, 0.046, 0.094],
  "spin_multiplicity": 4,
  "total_charge": -2,
  "homo_lumo_gap_ev": [4.1, 6.5]
}

[3]
{
  "formula": "C15H15ClN2O3",
  "method": "ωB97M-V with the def2-TZVPD basis set",
  "symbols": ["Cl", "O", "O", "O", "N", "N", "C", "C", "C", "C", "C", "C", "C", "C", "C", "C", "C", "C", "C", "C", "C", "H", "H", "H", "H", "H", "H", "H", "H", "H", "H", "H", "H", "H", "H", "H"],
  "xyz": [[3.019, 3.520, 0.083], [4.974, -0.270, -0.277], [-2.063, -0.872, -1.093], [1.663, -1.479, 0.267], [2.448, 0.641, -0.132], [-2.396, 1.187, -0.179], [6.117, -0.967, -0.314], [0.324, 3.625, 0.076], [2.574, -0.711, 0.045], [-4.318, -0.216, -0.593], [0.022, 0.870, -0.164], [3.973, -1.158, -0.053], [-0.941, 3.073, 0.018], [1.299, 1.417, -0.091], [-1.097, 1.694, -0.117], [-4.665, -1.631, -0.126], [1.434, 2.806, 0.016], [-2.808, -0.032, -0.652], [5.884, -2.296, -0.120], [-4.298, -1.838, 1.338], [4.490, -2.424, 0.051], [-1.807, 3.716, 0.069], [-4.112, -2.341, -0.743], [6.613, -3.080, -0.101], [-4.828, -1.131, 1.973], [-4.778, 0.522, 0.067], [3.309, 1.171, -0.216], [-3.116, 1.856, 0.056], [-4.559, -2.845, 1.654], [3.928, -3.318, 0.226], [-4.702, -0.063, -1.605], [7.021, -0.416, -0.484], [-5.733, -1.807, -0.270], [-3.229, -1.702, 1.481], [0.449, 4.693, 0.169], [-0.091, -0.197, -0.259]],
  "lowdin_charge": [0.705, 0.044, 0.093, 0.103, 0.128, 0.128, -0.103, -0.108, -0.392, -0.124, 0.072, -0.182, -0.032, -0.224, -0.212, -0.254, -0.584, -0.473, -0.047, -0.102, 0.015, 0.109, 0.107, 0.104, 0.072, 0.109, 0.084, 0.138, 0.070, 0.121, 0.124, 0.124, 0.106, 0.075, 0.105, 0.101],
  "total_charge": 0,
  "smiles": "CCCC(=O)Nc1ccc(Cl)c(NC(=O)c2ccco2)c1",
  "homo_lumo_gap_ev": 8.9
}

[4]
{
  "formula": "C15H15F6N6O4S3Ti",
  "method": "ωB97M-V with the def2-TZVPD basis set",
  "symbols": ["Ti", "S", "S", "S", "F", "F", "F", "F", "F", "F", "O", "O", "O", "O", "N", "N", "N", "N", "N", "N", "C", "C", "C", "C", "C", "C", "C", "C", "C", "C", "C", "C", "C", "C", "C", "H", "H", "H", "H", "H", "H", "H", "H", "H", "H", "H", "H", "H", "H", "H"],
  "xyz": [[-0.140, 0.028, 0.400], [-4.245, 2.000, 2.017], [0.553, -0.070, 2.743], [-2.847, -0.122, 0.749], [-4.064, 0.847, 4.365], [-4.131, -2.326, 0.222], [-3.521, 2.945, 4.323], [-4.438, -0.725, -1.211], [-2.177, 1.460, 3.491], [-2.563, -1.810, -1.185], [-1.822, -0.896, 1.496], [-1.971, 0.739, -0.129], [-5.631, 2.185, 2.196], [-3.408, 2.891, 1.287], [2.973, 0.250, 3.736], [0.363, -1.928, -0.264], [1.961, 0.779, 0.389], [0.298, 0.980, -1.585], [2.768, 0.656, 1.494], [-4.020, 0.455, 1.442], [0.286, -4.287, 0.121], [3.881, 1.813, -0.715], [0.054, -2.986, 0.513], [-3.464, 1.799, 3.680], [-0.324, 1.690, -3.779], [0.852, -4.524, -1.122], [-3.571, -1.340, -0.440], [0.936, 2.201, -3.992], [-0.607, 1.090, -2.558], [0.924, -2.169, -1.465], [2.468, 1.332, -0.660], [1.179, -3.441, -1.927], [1.890, 2.091, -2.984], [1.541, 1.475, -1.798], [2.206, 0.299, 2.663], [0.016, -5.098, 0.783], [4.033, 2.627, -0.001], [1.621, -3.578, -2.903], [1.163, -1.307, -2.072], [-1.096, 1.755, -4.533], [2.877, 2.497, -3.141], [1.188, 2.684, -4.927], [-0.400, -2.767, 1.469], [4.572, 1.000, -0.477], [3.717, 0.999, 1.447], [1.035, -5.535, -1.460], [4.157, 2.184, -1.694], [-1.590, 0.696, -2.350], [2.562, -0.003, 4.622], [3.958, 0.467, 3.726]],
  "lowdin_charge": [0.950, 0.674, 0.855, 0.686, 0.183, 0.204, 0.190, 0.199, 0.091, 0.139, -0.429, -0.397, -0.195, -0.243, 0.171, -0.056, -0.013, 0.014, 0.026, -0.235, -0.002, 0.025, -0.102, -0.683, 0.019, 0.001, -0.677, 0.013, -0.063, -0.099, -0.197, -0.013, 0.040, -0.202, -0.731, 0.130, 0.121, 0.126, 0.107, 0.134, 0.121, 0.136, 0.106, 0.113, 0.150, 0.132, 0.084, 0.118, 0.134, 0.143],
  "spin_multiplicity": 2,
  "total_charge": 2,
  "homo_lumo_gap_ev": [7.9, 8.5]
}

[5]
{
  "formula": "C15H15IrN3O9S3",
  "method": "ωB97M-V with the def2-TZVPD basis set",
  "symbols": ["Ir", "S", "S", "S", "O", "O", "O", "O", "O", "O", "O", "O", "O", "N", "N", "N", "C", "C", "C", "C", "C", "C", "C", "C", "C", "C", "C", "C", "C", "C", "C", "H", "H", "H", "H", "H", "H", "H", "H", "H", "H", "H", "H", "H", "H", "H"],
  "xyz": [[0.051, 0.458, -0.820], [-1.953, -1.074, -1.831], [-0.323, 2.282, -2.171], [-0.757, -1.744, 1.383], [2.328, 0.076, 2.958], [-0.509, -1.030, -2.229], [-1.652, -0.744, 1.904], [-0.124, -2.603, 2.353], [-2.120, 0.032, -0.847], [2.127, 0.687, -2.570], [-2.869, -1.085, -2.930], [0.122, 1.859, 0.643], [0.263, -1.213, 0.437], [2.151, 0.495, 1.629], [2.006, 0.604, -1.301], [-0.702, 2.888, 0.370], [-3.275, -4.764, -1.007], [3.148, 0.260, 0.874], [-2.987, -3.544, -1.599], [-2.803, -5.033, 0.265], [-0.953, 3.255, -0.909], [-2.045, -4.085, 0.938], [-1.932, 4.684, 1.275], [-1.702, 4.430, -1.096], [-2.184, 5.137, -0.026], [4.420, -0.391, 1.372], [4.384, 0.735, -1.318], [-1.748, -2.859, 0.360], [-2.229, -2.594, -0.931], [-1.187, 3.549, 1.437], [3.094, 0.572, -0.567], [1.417, 0.091, 3.281], [4.690, -0.195, -1.810], [4.238, 1.466, -2.111], [-3.866, -5.496, -1.542], [5.190, 1.058, -0.662], [4.228, -0.930, 2.294], [-1.654, -4.284, 1.925], [-1.898, 4.737, -2.114], [5.186, 0.362, 1.571], [-2.772, 6.031, -0.188], [-3.354, -3.308, -2.588], [4.819, -1.080, 0.630], [-3.018, -5.982, 0.741], [-0.928, 3.097, 2.382], [-2.316, 5.194, 2.145]],
  "lowdin_charge": [1.192, 0.525, 0.758, 0.473, -0.059, -0.414, -0.304, -0.313, -0.413, -0.219, -0.277, -0.274, -0.452, 0.022, -0.292, -0.175, -0.080, -0.294, -0.061, -0.075, -0.613, -0.057, -0.067, -0.083, -0.081, -0.029, -0.057, -0.199, -0.217, -0.011, -0.261, 0.089, 0.086, 0.072, 0.100, 0.065, 0.067, 0.107, 0.106, 0.081, 0.103, 0.107, 0.079, 0.101, 0.143, 0.100],
  "total_charge": -1,
  "homo_lumo_gap_ev": 7.1
}

[6]
{
  "formula": "C15H15N3O",
  "method": "ωB97M-V with the def2-TZVPD basis set",
  "symbols": ["O", "N", "N", "N", "C", "C", "C", "C", "C", "C", "C", "C", "C", "C", "C", "C", "C", "C", "C", "H", "H", "H", "H", "H", "H", "H", "H", "H", "H", "H", "H", "H", "H", "H"],
  "xyz": [[1.257, -1.841, 3.876], [-0.662, -2.674, 3.055], [-1.731, 0.962, -1.280], [-1.413, 0.880, 0.906], [2.045, -0.385, -1.070], [2.191, 0.357, -2.181], [2.160, 1.720, -2.114], [-1.894, 1.596, -0.047], [2.002, 2.293, -0.864], [-2.228, 1.575, -2.536], [-0.635, -1.609, 0.985], [1.774, -0.717, 1.422], [-1.090, -0.381, 0.301], [-1.533, -2.141, 2.026], [1.818, 0.149, 0.203], [-1.268, -0.318, -1.013], [0.498, -2.142, 2.963], [1.709, 1.500, 0.262], [0.609, -1.399, 1.733], [-0.952, -1.208, -1.638], [-1.326, 2.065, -3.072], [1.442, 1.988, 1.174], [-0.916, -2.834, 3.993], [1.899, 3.368, -0.769], [-2.991, 2.303, -2.246], [2.254, 2.281, -3.120], [-2.127, -2.972, 1.676], [2.468, -0.663, 2.245], [-2.132, 2.606, 0.107], [2.106, -0.189, -3.118], [-2.749, 0.963, -3.393], [-2.210, -1.343, 2.320], [-0.368, -2.395, 0.292], [1.993, -1.393, -1.076]],
  "lowdin_charge": [0.059, 0.128, -0.102, 0.137, -0.062, -0.120, -0.108, -0.166, -0.071, -0.045, -0.228, 0.099, -0.263, -0.108, -0.221, -0.041, -0.523, -0.047, -0.101, 0.159, 0.099, 0.113, 0.150, 0.100, 0.071, 0.133, 0.123, 0.121, 0.114, 0.111, 0.113, 0.133, 0.161, 0.084],
  "total_charge": 0,
  "smiles": "Cn1cnc([C@@H]2CNC(=O)/C2=C/c2ccccc2)c1",
  "homo_lumo_gap_ev": 9.2
}

Here are the calculated energy above the lowest of the compared OMol25 structures with the same formula, charge and spin numbers, same order: 543.9; 43.0; 0.0; 0.0; 78.9; 285.3 (kJ/mol).